17
Properties=species:S:1:pos:R:3:forces:R:3 method="wB97M-V/def2-TZVPD" smiles="CCNC(=O)CN" relative_energy_kj_mol=363.9 spin_multiplicity=1 homo_energy_ha=-0.36604
O 1.3845 1.6002 1.2559 0.36 -2.36 -1.88
N 0.9955 -0.5909 2.5606 -0.67 1.58 0.34
N 0.3405 1.1043 -0.7284 3.22 -3.04 1.69
C 0.9183 0.6836 0.5336 -2.25 6.13 1.32
C -0.0780 -0.1432 -1.3724 -3.22 -1.07 -2.76
C -1.7023 -0.0382 -1.4205 0.71 -4.51 -0.68
C 0.3826 -0.5378 1.2375 0.58 -0.29 1.08
H -2.3238 0.2542 -0.5170 1.39 -0.37 -0.93
H -2.0340 -1.1801 -1.8046 0.39 2.96 1.20
H 1.0042 1.6651 -1.3205 -0.85 -0.72 1.08
H 0.0423 -1.3071 -1.1948 0.97 2.71 1.24
H 0.6396 -1.4084 0.7493 0.64 -1.91 -1.28
H 0.6872 0.3485 2.8479 -0.19 -0.51 1.15
H 1.9502 -0.2668 2.4373 0.53 -0.76 -0.14
H -1.9023 0.5565 -2.2526 -0.82 1.36 -1.09
H 0.4073 -0.1109 -2.3742 -1.17 0.04 0.07
H -0.7118 -0.6291 1.3628 0.37 0.76 -0.41